# 1
{
  "formula": "H23O12",
  "method": "ωB97M-V/def2-TZVPD",
  "species": ["O", "H", "H", "O", "H", "H", "O", "H", "O", "H", "H", "O", "H", "H", "O", "H", "H", "O", "H", "H", "O", "H", "H", "O", "H", "H", "O", "H", "H", "O", "H", "H", "O", "H", "H"],
  "coordinates": [[1.793418, -0.846987, 0.121872], [1.441934, -1.282299, 0.916552], [1.078190, -0.194451, -0.072429], [0.307366, 2.955710, 2.876121], [0.394786, 2.594131, 1.974073], [-0.492799, 2.417511, 2.983629], [-2.506682, -2.044907, -0.478089], [-2.429629, -2.522983, -1.314801], [-1.612959, -1.716674, 2.983354], [-2.384585, -1.924597, 2.443912], [-1.564996, -0.730802, 2.911481], [-1.485175, 1.138219, 1.107131], [-1.073079, 0.275865, 1.260484], [-0.096621, -1.009990, -1.940586], [1.905787, -2.379978, 2.837884], [2.044643, -3.369384, 2.787788], [-2.218934, -1.178498, -0.796915], [-1.571549, 2.970268, -2.094286], [-0.923412, 2.207822, -2.183316], [-1.038795, 3.578840, -2.622050], [-0.301285, -1.232216, -2.867937], [-0.917830, -0.465143, -2.937929], [0.943849, -2.485348, 2.905654], [3.060223, 0.120229, -1.977653], [3.048864, -0.771523, -2.331376], [3.063604, -0.034981, -1.040114], [4.180731, 0.082512, 1.617652], [3.546778, -0.499756, 1.166141], [3.783471, 0.455750, 2.422723], [-2.929935, 0.634470, -3.351438], [-2.722344, 1.422527, -2.806793], [-3.565894, 0.183960, -2.787461], [-0.265460, 0.916099, -1.120847], [-1.006435, 1.329147, 0.245813], [0.514752, 1.407465, -0.838261]],
  "forces_ev_per_angstrom": [[-0.96, -0.02, 0.96], [0.46, -0.16, -0.15], [0.20, -0.20, -0.67], [-0.57, -1.06, -0.91], [0.80, 0.69, -0.06], [-0.32, 0.36, 0.87], [-0.03, 0.15, -0.61], [0.04, -0.34, 0.21], [0.11, 1.30, -0.07], [0.09, -0.12, -0.19], [-0.08, -1.15, 0.21], [0.25, -0.23, 1.01], [-0.27, 0.06, -0.01], [0.75, -0.17, -0.15], [-0.66, -2.44, -0.11], [0.76, 1.52, -0.06], [0.14, 0.34, 0.47], [1.12, -0.30, -1.13], [-0.76, -0.28, 1.39], [-0.59, 0.63, -0.01], [-1.12, 0.71, 0.69], [0.38, -0.57, -0.78], [-0.36, 1.00, 0.15], [0.56, 0.28, -0.89], [-0.23, -0.04, -0.18], [-0.09, 0.00, 0.67], [0.37, 0.12, 0.22], [-0.22, 0.48, 0.51], [-0.15, -0.52, -0.70], [-0.09, 0.38, 0.61], [0.23, -0.04, -0.46], [-0.07, -0.24, -0.12], [0.42, -0.12, 0.61], [-0.31, -0.16, -0.83], [0.20, 0.13, -0.51]],
  "homo_lumo_gap_ha": 0.3147,
  "charge": -1,
  "homo_energy_ev": -5.9,
  "e_above_lowest_kj_mol": 256.73,
  "largest_force_ev_per_a": 2.53
}

=====

# 2
{
  "formula": "H24NO10",
  "method": "ωB97M-V/def2-TZVPD",
  "species": ["N", "H", "H", "H", "H", "O", "H", "H", "O", "H", "H", "O", "H", "H", "O", "H", "H", "O", "H", "H", "O", "H", "H", "O", "H", "H", "O", "H", "H", "O", "H", "H", "O", "H", "H"],
  "coordinates": [[-36.046365, -32.677013, 24.208026], [-35.497109, -32.165373, 24.883003], [-35.469313, -33.425673, 23.604618], [-36.514707, -32.100592, 23.483560], [-36.756792, -33.218151, 24.632056], [-38.927487, -35.383471, 23.379851], [-39.061894, -34.469781, 23.372047], [-38.788926, -35.346844, 24.205031], [-37.433533, -33.215763, 21.266872], [-38.197991, -33.732710, 21.586096], [-37.604483, -33.374748, 20.333045], [-37.704770, -29.953614, 25.489272], [-38.540631, -30.377790, 25.614560], [-37.084295, -30.310530, 26.292417], [-37.102067, -33.603684, 27.363787], [-37.243371, -34.349630, 26.713912], [-37.745784, -32.950244, 27.256273], [-32.761796, -34.216433, 23.330776], [-33.273796, -34.166760, 22.536538], [-31.866975, -34.225591, 22.860011], [-34.534135, -35.162443, 24.966614], [-34.286815, -34.616329, 25.828887], [-33.809780, -35.177104, 24.327409], [-35.517912, -35.112471, 22.066384], [-36.101187, -34.553672, 21.624969], [-35.773161, -36.003080, 22.593008], [-36.302434, -29.566307, 22.992708], [-35.960771, -28.906288, 23.384459], [-36.680077, -29.781255, 23.876854], [-34.447689, -32.362515, 21.202471], [-35.258893, -32.044440, 20.831155], [-33.702988, -32.475121, 20.686743], [-34.293869, -33.278048, 26.965295], [-35.081570, -33.429343, 27.451333], [-33.603716, -33.151162, 27.519696]],
  "forces_ev_per_angstrom": [[0.95, -1.40, -3.67], [0.44, 0.06, 0.08], [-0.68, 1.37, 1.62], [0.61, 0.31, 0.54], [-0.65, -0.70, 0.97], [-1.04, -1.01, -8.80], [-1.03, 2.76, -1.65], [1.93, -1.71, 10.52], [-1.04, -0.67, 0.05], [0.45, 0.23, 0.38], [0.47, 0.45, -0.58], [3.49, -1.22, 2.75], [-0.97, -0.30, 0.22], [-2.45, 1.48, -2.78], [1.84, -2.68, -0.93], [-0.04, 1.24, 1.25], [-1.82, 1.28, -0.28], [2.99, 0.21, -1.27], [-1.54, 0.03, -0.76], [-1.25, -0.10, 1.59], [-0.79, 1.09, 2.52], [-0.10, -1.51, -2.79], [0.37, 0.30, 0.48], [2.75, -4.10, 3.59], [-2.54, 0.66, -0.97], [-0.03, 3.64, -2.32], [-4.23, -7.76, -2.03], [5.19, 8.90, 2.84], [-1.09, -1.18, -0.83], [-1.78, -0.33, 3.49], [0.10, 0.31, -1.06], [1.65, 0.10, -2.35], [-2.23, -0.20, -3.72], [-1.27, -0.17, 1.04], [3.36, 0.59, 2.84]],
  "homo_lumo_gap_ha": 0.3538,
  "charge": 1,
  "homo_energy_ev": -13.5,
  "e_above_lowest_kj_mol": 471.15,
  "largest_force_ev_per_a": 10.83
}

=====

# 3
{
  "formula": "H24NeO12",
  "method": "ωB97M-V/def2-TZVPD",
  "species": ["Ne", "O", "H", "H", "O", "H", "H", "O", "H", "H", "O", "H", "H", "O", "H", "H", "O", "H", "H", "O", "H", "H", "O", "H", "H", "O", "H", "H", "O", "H", "H", "O", "H", "H", "O", "H", "H"],
  "coordinates": [[-0.031361, -0.077319, 0.350681], [2.959319, 1.604601, -0.166009], [3.064189, 0.681941, -0.398269], [2.826259, 1.599841, 0.781881], [0.104139, 2.607481, 1.401861], [0.117549, 3.561451, 1.479301], [0.559339, 2.427041, 0.579381], [-3.288071, -1.205599, -0.363189], [-3.608411, -0.338539, -0.611809], [-3.073201, -1.629409, -1.194119], [-3.357751, -1.992519, 2.819231], [-2.612241, -2.289769, 2.297601], [-3.988611, -2.710529, 2.767161], [-1.101671, -2.535909, 0.925041], [-1.793621, -2.083289, 0.442781], [-0.969901, -3.353479, 0.444981], [0.625499, -1.888279, -3.506659], [0.191539, -1.039989, -3.415539], [1.183639, -1.956759, -2.732059], [2.952449, -1.198109, -1.050229], [3.765769, -1.702349, -1.028249], [2.418769, -1.572809, -0.349499], [1.676809, -2.706899, 1.095401], [1.768389, -3.554119, 0.659421], [0.733169, -2.547459, 1.114251], [2.304749, 1.548601, 2.585581], [1.523689, 1.992241, 2.254871], [1.965299, 0.852801, 3.148491], [0.270589, 2.743201, -1.474689], [1.165929, 3.064661, -1.368569], [-0.226851, 3.508901, -1.761899], [-0.352401, 0.677491, -3.401589], [0.053229, 1.325111, -2.825149], [-0.021481, 0.891861, -4.273809], [-2.747171, 2.792791, 1.625321], [-1.885301, 2.537521, 1.296321], [-3.172261, 1.965601, 1.851771]],
  "forces_ev_per_angstrom": [[0.05, 0.09, -0.04], [-0.28, 0.83, -0.51], [0.02, -0.59, -0.35], [0.21, -0.17, 0.69], [-0.13, -0.03, 0.45], [-0.07, 0.38, 0.13], [-0.01, -0.21, -0.77], [0.16, -0.38, 0.16], [-0.02, 0.33, 0.06], [-0.05, -0.06, -0.46], [-0.20, 0.24, 0.28], [0.39, -0.13, -0.12], [-0.19, -0.11, 0.01], [0.34, -0.48, 0.40], [-0.49, 0.77, -0.34], [-0.15, -0.38, -0.10], [0.04, -0.90, -0.19], [-0.20, 0.60, 0.15], [0.34, 0.09, 0.17], [0.06, 0.40, -0.56], [0.26, -0.07, -0.03], [-0.37, -0.36, 0.73], [0.73, 0.09, -0.14], [0.14, -0.31, -0.03], [-0.68, 0.37, 0.14], [0.80, -0.17, 0.22], [-0.77, 0.31, 0.06], [0.03, -0.24, 0.11], [-0.08, -0.16, -0.06], [0.71, -0.15, -0.03], [-0.33, 0.22, -0.08], [-0.41, -0.20, -0.30], [0.19, 0.41, 0.62], [0.05, 0.02, -0.32], [-0.44, 0.25, -0.09], [0.52, -0.14, -0.01], [-0.15, -0.18, 0.16]],
  "homo_lumo_gap_ha": 0.3924,
  "homo_energy_ev": -10.7,
  "e_above_lowest_kj_mol": 70.93,
  "largest_force_ev_per_a": 1.01
}

=====

# 4
{
  "formula": "H24O12",
  "method": "ωB97M-V/def2-TZVPD",
  "species": ["O", "H", "H", "O", "H", "H", "O", "H", "H", "O", "H", "H", "O", "H", "H", "O", "H", "H", "O", "H", "H", "O", "H", "H", "O", "H", "H", "O", "H", "H", "O", "H", "H", "O", "H", "H"],
  "coordinates": [[-1.357336, 3.230432, -0.944816], [-0.900446, 4.040552, -0.718576], [-1.607616, 3.344072, -1.861706], [-3.533586, 1.456502, 0.387904], [-3.596886, 0.874882, -0.369676], [-3.114636, 2.247542, 0.048814], [-0.257036, -1.808128, 2.258584], [-0.392366, -1.041018, 1.702284], [0.633804, -2.095518, 2.058504], [-1.269806, -2.856768, -1.179286], [-1.577686, -2.091308, -1.664576], [-0.330046, -2.710408, -1.071286], [2.743914, 0.234322, -0.241766], [2.377814, -0.199108, -1.012696], [3.411424, -0.371647, 0.079894], [-1.376566, -0.358868, -1.997186], [-1.952946, 0.307812, -2.370756], [-0.539186, -0.228898, -2.442306], [-3.169256, -0.678828, 2.437334], [-2.742956, 0.153313, 2.232294], [-3.006236, -0.808187, 3.371634], [2.141174, -2.395928, 1.399444], [2.537114, -3.263188, 1.313794], [2.086044, -2.067598, 0.502014], [1.803794, 1.505402, 2.391664], [1.455834, 0.948632, 1.695124], [1.880664, 2.371272, 1.990924], [1.394984, -2.301428, -1.431296], [1.899664, -2.925698, -1.952656], [1.276964, -1.546918, -2.008366], [-0.180566, 0.510522, 0.594494], [-0.856816, 1.024822, 0.153574], [0.251394, 0.027722, -0.110166], [2.237784, 2.760783, -1.077466], [2.318784, 1.827342, -0.881606], [1.310804, 2.883502, -1.282106]],
  "forces_ev_per_angstrom": [[0.00, -0.42, -0.02], [0.12, 0.29, 0.26], [-0.12, 0.12, -0.29], [0.07, 0.02, 0.14], [-0.14, -0.36, -0.02], [0.21, 0.41, -0.07], [-0.60, -0.17, 0.46], [-0.33, 0.23, 0.00], [0.16, -0.12, 0.13], [-0.36, -0.77, -0.06], [-0.18, 0.01, 0.12], [-0.03, -0.14, 0.21], [-0.33, -0.09, -0.20], [0.21, -0.28, -0.17], [0.35, -0.05, 0.37], [0.04, 0.48, -0.05], [-0.24, 0.20, -0.17], [0.10, 0.12, -0.33], [-0.33, -0.08, -0.04], [0.03, 0.26, -0.19], [0.18, -0.19, 0.17], [0.98, 0.00, 0.03], [0.05, -0.32, 0.13], [-0.27, 0.00, -0.33], [0.38, 0.11, 0.55], [-0.30, -0.07, -0.14], [0.05, 0.17, -0.16], [0.55, 0.44, 0.24], [0.14, -0.40, -0.21], [-0.13, -0.01, -0.40], [0.33, 0.12, 0.04], [-0.43, 0.20, -0.05], [-0.09, -0.20, -0.05], [-0.13, 0.57, -0.40], [0.36, -0.20, 0.47], [-0.28, 0.12, 0.02]],
  "homo_lumo_gap_ha": 0.2971,
  "homo_energy_ev": -9.3,
  "e_above_lowest_kj_mol": 279.16,
  "largest_force_ev_per_a": 0.98
}

=====

# 5
{
  "formula": "H24O12",
  "method": "ωB97M-V/def2-TZVPD",
  "species": ["O", "H", "H", "O", "H", "H", "O", "H", "H", "O", "H", "H", "O", "H", "H", "O", "H", "H", "O", "H", "H", "O", "H", "H", "O", "H", "H", "O", "H", "H", "O", "H", "H", "O", "H", "H"],
  "coordinates": [[0.265386, -0.316678, -0.066925], [-0.180829, 0.095897, 0.681181], [0.601971, 0.427487, -0.578705], [-3.953543, -0.612240, 0.153118], [-3.352209, -1.133082, -0.391043], [-4.642704, -1.237185, 0.405089], [-3.826604, 3.200883, -0.675630], [-3.656178, 2.375049, -0.208787], [-4.447222, 3.668743, -0.105603], [2.435056, 4.190402, 0.802193], [1.529104, 4.512045, 0.871385], [2.465118, 3.441875, 1.408653], [-2.097641, 1.473866, -1.517278], [-1.318933, 1.975820, -1.783068], [-2.836737, 2.047529, -1.748878], [2.014345, -1.092236, -2.098833], [2.794533, -0.526449, -2.112297], [1.699666, -1.036170, -1.189534], [1.325575, -3.727317, -2.179080], [0.608239, -3.277462, -2.639568], [1.166384, -4.661840, -2.353191], [-0.409229, 0.218394, 3.248167], [-0.453030, 1.076674, 3.684547], [-0.060745, -0.371744, 3.925873], [-1.354345, -0.999236, -0.872301], [-1.949581, -1.183917, -1.607540], [-1.489723, -0.062408, -0.690594], [-0.971842, -3.358457, 1.874656], [-1.244767, -3.633120, 2.757301], [-1.800365, -3.267832, 1.390584], [4.046238, 2.236109, -1.120515], [3.600075, 2.548039, -0.325136], [4.248610, 1.313358, -0.929294], [2.984777, -1.230627, 2.058837], [2.826339, -2.166065, 2.228667], [2.227593, -0.788155, 2.458687]],
  "forces_ev_per_angstrom": [[4.33, 2.41, 2.46], [0.31, -0.22, 0.47], [0.19, 0.09, -0.01], [-0.59, -0.12, 0.13], [0.43, 0.13, 0.17], [-0.04, 0.18, 0.03], [-0.35, 0.22, 0.42], [0.00, -0.08, 0.23], [-0.03, 0.05, -0.23], [-0.08, -0.22, 0.11], [0.08, 0.02, -0.10], [0.00, 0.11, 0.11], [0.36, 0.20, -0.31], [-0.05, -0.04, -0.06], [0.02, 0.04, -0.16], [0.27, 0.57, -0.12], [-0.07, -0.10, -0.13], [-0.09, -0.40, 0.15], [-0.17, -0.49, -0.12], [0.19, 0.20, 0.10], [0.01, 0.04, 0.06], [0.16, 0.15, 0.08], [-0.04, -0.05, -0.04], [-0.10, -0.07, -0.11], [-4.04, -2.39, -2.06], [-0.32, 0.03, -0.40], [-0.41, -0.40, -0.56], [-0.13, -0.10, 0.24], [0.03, -0.01, -0.09], [0.17, 0.16, -0.10], [-0.06, -0.28, 0.11], [-0.03, 0.24, -0.18], [0.08, 0.07, -0.01], [0.02, 0.02, 0.27], [0.00, 0.05, -0.17], [-0.05, -0.02, -0.22]],
  "homo_lumo_gap_ha": 0.3341,
  "homo_energy_ev": -9.3,
  "e_above_lowest_kj_mol": 438.36,
  "largest_force_ev_per_a": 5.54
}

=====

# 6
{
  "formula": "H24O12",
  "method": "ωB97M-V/def2-TZVPD",
  "species": ["O", "H", "H", "O", "H", "H", "O", "H", "H", "O", "H", "H", "O", "H", "H", "O", "H", "H", "O", "H", "H", "O", "H", "H", "O", "H", "H", "O", "H", "H", "O", "H", "H", "O", "H", "H"],
  "coordinates": [[0.780934, -0.723416, 1.207725], [1.116703, -1.568149, 0.907848], [0.713324, -0.815727, 2.158065], [-0.605873, 2.440601, 1.415316], [-0.772385, 1.917019, 0.631493], [0.274916, 2.186634, 1.690911], [-2.719288, 0.028141, 1.244277], [-3.361216, -0.616210, 1.542589], [-1.882042, -0.434713, 1.276126], [1.253206, 1.725901, 1.759480], [1.278413, 0.769573, 1.791671], [1.995505, 2.003733, 2.296177], [-0.439213, 0.528758, -0.005970], [-0.470618, -0.418288, 0.129544], [0.480413, 0.759597, 0.125317], [-1.702380, 1.015007, -1.578960], [-1.454491, 1.935976, -1.660200], [-1.164866, 0.684384, -0.859239], [1.684884, 1.180805, -0.538498], [1.305371, 1.985048, -0.184407], [2.463024, 1.026530, -0.002844], [-0.228705, -1.479852, -1.893155], [-0.116138, -2.119387, -2.596409], [0.576911, -1.543037, -1.380098], [-1.196167, -1.417854, 0.863667], [-0.310549, -1.119100, 1.070196], [-1.303028, -2.221632, 1.372355], [-2.302207, -1.727294, -1.030633], [-2.243453, -1.608518, -0.082643], [-1.467179, -1.400588, -1.365634], [1.246391, 0.830441, -2.470499], [1.109731, 0.989307, -1.536519], [2.035958, 0.290690, -2.509116], [1.530347, -1.169146, -0.831682], [1.529500, -0.337830, -0.357191], [2.364270, -1.577404, -0.599058]],
  "forces_ev_per_angstrom": [[6.64, -0.51, 5.39], [0.89, -0.76, -0.30], [0.04, -0.09, 1.25], [-4.99, 3.32, -0.86], [-1.26, 0.62, 0.56], [-3.95, 2.12, 0.27], [-2.93, 2.82, 1.30], [-0.37, 0.04, 0.00], [-1.51, 1.29, 0.74], [9.68, -3.20, 2.61], [0.00, 0.00, 0.17], [0.51, 0.53, 0.51], [3.37, -1.53, 4.07], [-1.25, 1.59, -2.51], [-1.56, -0.14, -0.22], [-3.51, 1.70, -4.36], [-0.14, 0.29, -0.22], [-1.83, 0.77, -2.37], [5.43, 3.10, 6.94], [0.08, 1.41, 0.19], [0.89, 0.60, 0.12], [-0.68, -1.03, -3.51], [-0.58, -0.01, -0.39], [-1.75, -0.88, -1.48], [1.23, -6.52, 2.68], [-1.22, -1.03, 1.10], [-0.39, -0.69, -0.09], [-4.16, -1.45, -0.14], [-1.57, -0.05, -2.14], [-0.36, -0.05, -0.44], [-1.06, -0.22, -5.71], [-1.40, -0.91, -4.31], [-0.01, 0.04, -0.24], [7.01, -0.72, 2.65], [0.02, 0.03, -0.94], [0.67, -0.49, -0.31]],
  "homo_lumo_gap_ha": 0.2132,
  "homo_energy_ev": -7.8,
  "e_above_lowest_kj_mol": 2121.95,
  "largest_force_ev_per_a": 10.52
}